[1]
Entry from OMol25: 4 unconnected molecules or ions with the total composition C12H14N4O2 (ωB97M-V/def2-TZVPD).

Its SMILES is O=[N+]([O-])c1ccccc1.CC#N.CC#N.CC#N. The calculation puts the lowest unoccupied orbital energy at -0.2 eV. Its energy is -22721.3998 eV. The value obtained for the HOMO energy is -9.82 eV. Its strongest force on any atom is 0.118 hartree/bohr. Its energy above the lowest of the compared OMol25 structures with the same formula, charge and spin is 131.0 kcal per mole.

Element x y z (Å)
O 1.09699 -3.95499 2.05447
O -0.95104 -3.45161 1.39646
N 0.26744 -3.21402 1.49725
N 0.17586 4.90429 -3.46245
N -5.17378 -1.16747 -3.65272
N 4.12465 -0.50292 6.56471
C 2.38340 -0.36706 0.49185
C -5.30612 -1.04468 -4.83749
C -5.54544 -0.88234 -6.27631
C 4.12519 -2.41326 8.36294
C -1.67769 6.70289 -2.74275
C 0.84168 -0.70604 -1.21606
C -0.66447 5.68517 -3.09681
C 1.97734 -0.05513 -0.73144
C 0.23549 -1.69155 -0.47086
C 1.93620 -1.41624 1.22553
C 4.10080 -1.35259 7.35675
C 0.82790 -2.09913 0.72936
H -4.83431 -0.22113 -6.77149
H -1.61878 6.94294 -1.68114
H 0.46224 -0.46335 -2.19765
H 4.28988 -1.99222 9.35476
H 2.42846 -1.66744 2.15342
H 3.18843 0.24603 0.86926
H -1.67682 7.59418 -3.37020
H -5.48300 -1.79617 -6.86717
H 3.11453 -2.82060 8.33584
H -6.59733 -0.63530 -6.41981
H -2.72538 6.40751 -2.79940
H 4.93093 -3.14371 8.28992
H 2.42817 0.74309 -1.30241
H -0.68142 -2.16719 -0.78623

natural (NBO) atomic charge list, values in e, 4 entries: atom 1 (O): -0.370, atom 2 (O): -0.369, atom 3 (N): 0.509, atom 4 (N): -0.327

[2]
Entry from OMol25: 2 unconnected molecules or ions with the total composition C12H14NO2 (ωB97M-V/def2-TZVPD).

The calculation puts the lowest unoccupied orbital energy at 3.4 eV. Its energy is -18258.2029 eV. The value obtained for the HOMO energy is -4.38 eV. Its strongest force on any atom is 0.043 hartree/bohr. Its energy above the lowest of the compared OMol25 structures with the same formula, charge and spin is 10.3 kcal per mole. As for the total charge: -1.

Element x y z (Å)
O 2.35711 3.84485 1.99850
O 1.81766 1.71448 1.52646
N 0.78475 -0.05785 0.17476
C -0.26157 -0.45028 -0.64801
C -1.05628 2.57843 1.74719
C 1.47917 -1.20837 0.50145
C 0.12651 3.40451 1.25519
C -1.23635 0.36634 -1.22953
C 0.96238 -2.30663 -0.12869
C 1.48166 -3.70224 0.08715
C -2.01336 -0.24360 -2.21046
C -0.96626 -2.39513 -1.87503
C -0.11559 -1.85422 -0.89824
C 1.56744 2.94865 1.70766
C -1.94801 -1.61739 -2.46391
H -0.76606 -3.43565 -2.13399
H -2.69831 0.29679 -2.85736
H 0.99003 -4.12033 0.97523
H 2.54128 -3.63841 0.31931
H 0.92424 0.88209 0.80568
H 0.18160 3.38062 0.14583
H 1.29273 -4.33181 -0.78208
H -2.59700 -1.98703 -3.24655
H -1.23167 2.79953 2.80789
H -0.76350 1.52735 1.70525
H -0.00326 4.47535 1.30243
H -2.03315 2.74757 1.29477
H 2.28962 -1.04829 1.19773
H -1.10576 1.43068 -1.07863

natural (NBO) atomic charge list, values in e, 4 entries: atom 1 (O): -0.717, atom 2 (O): -0.783, atom 3 (N): -0.556, atom 4 (C): 0.158

- Look up the energy above the lowest of the compared OMol25 structures with the same formula, charge and spin of the first one.
  131.0 kcal per mole